No. 1
Below is a molecular structure, C30H38I2N3O4Zr, with properties calculated with ωB97M-V/def2-TZVPD.

```
78
Properties=species:S:1:pos:R:3:forces:R:3:mulliken_charge:R:1
Zr 0.330 0.931 0.185 0.4429 0.5590 0.1120 0.4883
C 3.069 -0.222 -1.466 -0.0577 -0.0242 -0.0179 -1.0605
O 2.035 0.795 -1.353 0.0299 0.2271 0.0227 -0.0449
C 2.444 2.018 -2.027 0.0014 -0.0226 -0.0220 -0.4815
C 1.230 2.897 -2.098 0.0410 0.0378 -0.0696 -0.5675
O 0.656 2.960 -0.764 -0.1299 -0.2721 0.0034 -0.3945
C 0.771 4.298 -0.163 -0.0125 -0.0381 0.0306 -0.9458
H 3.943 0.075 -0.885 0.0005 0.0174 -0.0140 0.4838
H 3.329 -0.336 -2.516 -0.0082 -0.0080 0.0020 0.3650
H 2.659 -1.153 -1.088 0.0424 0.0690 -0.0037 0.1119
H 2.791 1.765 -3.030 -0.0052 -0.0110 0.0113 0.4753
H 3.260 2.475 -1.463 -0.0114 -0.0025 0.0076 0.3492
H 0.479 2.486 -2.770 -0.0022 -0.0126 0.0020 -0.0790
H 1.497 3.897 -2.434 -0.0388 0.0020 0.0050 0.6911
H 0.123 4.973 -0.719 0.0002 0.0010 0.0100 0.2949
H 1.811 4.612 -0.223 -0.0017 -0.0033 -0.0061 0.4395
H 0.465 4.227 0.874 -0.0071 -0.0038 0.0141 0.2278
C 3.024 -1.657 1.908 0.0083 -0.0151 -0.0343 -1.8362
C 2.062 -1.261 2.991 -0.0189 0.0175 0.0656 1.0983
C 2.495 -1.233 4.312 -0.0035 0.0148 -0.0456 -0.9420
C 1.607 -0.990 5.345 -0.0100 0.0032 0.0156 -1.1138
C 0.261 -0.807 5.072 -0.0197 -0.0198 -0.0113 -1.0925
C -0.225 -0.838 3.770 0.0786 -0.0270 0.0523 1.5894
C -1.710 -0.771 3.546 -0.0210 0.0294 0.0131 -1.2204
C 0.707 -1.027 2.744 0.0249 0.0191 -0.0121 -0.9358
N 0.272 -0.980 1.348 -0.0302 -0.3119 0.1014 2.0685
C -0.367 -1.970 0.829 -0.0076 -0.0263 0.0745 1.0741
C -0.654 -3.250 1.522 0.0109 0.0266 0.0133 -2.1820
C -0.743 -1.835 -0.636 0.0174 0.0170 -0.0251 0.4230
C -1.494 -2.949 -1.272 0.0635 0.0673 -0.0558 -2.4081
N -0.367 -0.743 -1.216 -0.0720 -0.3154 -0.0901 1.7978
C -0.282 -0.703 -2.669 0.0176 0.0033 -0.0515 -0.1316
C 0.550 -1.645 -3.307 -0.0324 0.0727 -0.0118 1.8620
C 1.331 -2.745 -2.633 -0.0624 -0.0849 0.0185 -2.2602
C 0.686 -1.562 -4.692 0.0090 0.0022 0.0393 -0.7731
C 0.031 -0.596 -5.428 -0.0161 0.0170 -0.0210 -1.1685
C -0.767 0.332 -4.780 0.0296 -0.0099 0.0055 -0.7514
C -0.930 0.306 -3.400 0.0246 -0.0726 -0.0424 -0.1881
C -1.848 1.336 -2.804 -0.0006 0.0896 0.0996 -1.2930
H 3.030 -2.742 1.782 0.0025 -0.0100 -0.0158 0.4083
H 4.040 -1.354 2.156 -0.0009 -0.0112 0.0094 0.5383
H 2.772 -1.218 0.944 -0.0053 0.0132 0.0181 0.1631
H 3.540 -1.421 4.527 0.0030 -0.0044 0.0037 0.5332
H 1.958 -0.968 6.367 0.0031 -0.0010 0.0041 0.4901
H -0.437 -0.660 5.886 -0.0033 0.0068 0.0074 0.5325
H -2.192 -0.237 4.364 -0.0050 0.0156 -0.0097 0.5031
H -2.143 -1.775 3.532 0.0049 0.0015 0.0121 0.3675
H -1.985 -0.282 2.615 -0.0154 0.0085 -0.0587 -0.0366
H -0.258 -3.257 2.533 0.0045 -0.0074 -0.0098 0.4396
H -0.209 -4.071 0.952 -0.0047 -0.0193 0.0151 0.5183
H -1.728 -3.445 1.553 -0.0186 0.0220 -0.0016 0.4388
H -2.373 -3.169 -0.660 -0.0104 0.0046 -0.0007 0.6063
H -0.907 -3.868 -1.297 0.0285 -0.0274 -0.0107 0.4499
H -1.803 -2.700 -2.283 0.0122 0.0033 -0.0168 0.4296
H 1.375 -2.679 -1.547 -0.0251 -0.0269 0.0217 0.1973
H 2.355 -2.750 -3.005 -0.0022 -0.0309 0.0058 0.5647
H 0.910 -3.720 -2.884 -0.0238 -0.0107 0.0076 0.5089
H 1.319 -2.282 -5.195 0.0031 -0.0100 -0.0010 0.5672
H 0.141 -0.563 -6.504 0.0016 0.0038 -0.0056 0.4787
H -1.284 1.090 -5.354 -0.0028 0.0052 -0.0018 0.5431
H -1.897 2.211 -3.451 -0.0247 -0.0165 -0.0141 0.6062
H -1.543 1.700 -1.820 0.0518 -0.0057 0.0771 0.2680
H -2.868 0.966 -2.698 -0.0195 -0.0295 -0.0030 0.3584
O -1.125 3.713 2.650 -0.0352 -0.0607 0.0796 -0.4861
C -1.139 2.680 2.065 -0.1944 -0.0237 0.1553 -0.0859
O -0.037 1.935 1.805 0.0189 0.3076 -0.1776 0.3121
C -2.336 2.029 1.454 -0.0418 0.0719 0.0270 0.3610
C -3.619 2.376 1.816 0.0492 -0.0161 -0.0015 -0.8863
C -4.672 1.660 1.262 -0.0097 0.0016 0.0083 -0.7787
C -4.384 0.645 0.362 0.0539 -0.0210 -0.0148 -1.1250
C -3.066 0.394 0.021 -0.0536 -0.0121 0.0007 -0.4280
N -2.036 1.069 0.555 0.0463 0.0524 -0.1669 1.0090
H -3.769 3.175 2.529 0.0103 0.0014 0.0043 0.6164
H -5.695 1.884 1.533 -0.0027 0.0052 -0.0018 0.5049
H -5.171 0.054 -0.085 -0.0001 0.0014 -0.0072 0.5574
H -2.833 -0.369 -0.706 -0.0014 0.0162 -0.0252 0.6879
I 3.175 1.981 1.629 -0.0602 -0.2104 -0.1097 0.2794
I 2.364 2.856 3.988 -0.0061 0.0010 0.0118 0.0177
```
Forces are in eV/Å.

Summary:
E_tot in Eh: -2272.86419
Charge: +3
Gap between HOMO and LUMO in eV: 6.11
Maximum force in Eh/bohr: 0.014

***

No. 2
Below is a molecular structure, C3H5NO3, with properties calculated with ωB97M-V/def2-TZVPD.

```
12
Properties=species:S:1:pos:R:3:forces:R:3:mulliken_charge:R:1
C -1.016 -0.349 -0.396 -2.3643 -0.5326 -1.0879 -0.6297
C -0.132 0.403 0.142 -2.2432 2.9549 1.2051 0.6606
C 1.261 0.564 0.097 2.4830 -5.9221 0.3874 -0.9847
N -1.264 2.794 0.649 -1.8358 2.0210 -2.1078 1.0334
O -0.754 3.106 -0.400 0.5395 0.7867 -0.7214 -0.5496
O -2.164 3.428 1.209 1.4882 -1.1213 0.0463 -0.5888
O -0.908 1.668 1.126 1.2136 -4.6099 1.9023 -0.4074
H -2.099 -0.241 -0.242 0.6727 0.1300 0.1524 0.2917
H -0.761 -1.008 -1.223 0.3739 -0.2660 0.5030 0.2540
H 1.544 1.504 0.093 1.4098 4.7266 -0.4435 0.3726
H 1.827 0.070 0.981 -1.1544 0.6848 -1.1977 0.2461
H 1.641 -0.023 -0.829 -0.5831 1.1478 1.3617 0.3018
```
Forces are in eV/Å.

Summary:
E_tot in Eh: -397.55819
Charge: 0
Energy above the lowest of the compared OMol25 structures with the same formula, charge and spin in kcal/mol: 174.76
Gap between HOMO and LUMO in eV: 10.44
Maximum force in Eh/bohr: 0.125

***

No. 3
Below is 3 unconnected molecules or ions with the total composition C5H15N2O, with properties calculated with ωB97M-V/def2-TZVPD.

```
23
Properties=species:S:1:pos:R:3:forces:R:3:lowdin_spin:R:1
C -3.430 0.669 0.012 1.1695 0.6701 0.7388 0.0000
C -2.192 0.187 -0.596 -0.4910 -0.2875 1.7578 0.0001
C -0.966 0.899 -0.607 -0.1501 0.9540 -1.3388 0.0007
C -0.732 2.042 0.082 -0.8383 0.5639 -1.2725 0.0003
N 2.294 -1.105 -1.712 1.8049 -0.9975 0.0538 0.4032
C 2.397 -1.015 -0.291 -2.1930 -0.4427 -0.6066 0.1357
N 1.540 -1.991 0.307 2.0931 0.5617 0.7384 0.2848
H -3.262 1.664 0.416 -0.4210 0.1674 -0.2170 0.0000
H -3.505 -0.001 0.892 -0.4164 -0.2074 -0.1986 0.0000
H -4.375 0.647 -0.531 0.0951 -0.4623 -0.2498 0.0000
H -2.143 -0.893 -0.732 -0.0585 0.1037 -1.0468 0.0000
H 1.997 -2.027 -2.044 -0.5419 0.2263 -0.0441 0.0139
H 2.100 -0.001 0.005 0.4203 0.0827 0.3060 0.0398
H -0.266 0.682 -1.410 0.3416 -0.8761 0.5518 0.0010
H -1.505 2.587 0.610 0.2242 -0.2902 0.6277 0.0000
H 0.208 2.558 -0.086 0.0477 -0.0047 0.2828 0.0001
H 3.142 -0.884 -2.242 -0.2278 0.6157 0.0929 0.0081
H 3.422 -1.186 0.123 0.2413 0.1997 -0.3939 0.0924
H 1.969 -2.908 0.172 -0.6496 -0.2671 0.0074 0.0095
H 1.493 -1.784 1.309 -0.6841 -0.1244 -0.1447 0.0071
H 0.479 0.608 2.892 0.2189 -0.1126 -0.0383 0.0001
H 0.541 0.968 1.397 0.1989 -0.2699 0.5813 0.0001
O 0.794 0.284 2.035 -0.1839 0.1971 -0.1874 0.0031
```
Forces are in eV/Å.

Summary:
E_tot in Eh: -383.45295
2S+1: 2
Charge: +2
Energy above the lowest of the compared OMol25 structures with the same formula, charge and spin in kcal/mol: 98.77
Gap between HOMO and LUMO (spin up / spin down) in eV: 8.56 / 6.71
Maximum force in Eh/bohr: 0.045